{
  "formula": "C22H31Be2N6O12",
  "method": "ωB97M-V with the def2-TZVPD basis set",
  "elements": ["Be", "Be", "O", "C", "O", "O", "H", "C", "O", "N", "N", "H", "H", "H", "H", "C", "O", "N", "N", "H", "H", "H", "H", "C", "O", "N", "N", "H", "H", "H", "H", "C", "C", "C", "C", "C", "C", "O", "O", "H", "H", "H", "H", "H", "H", "C", "C", "C", "C", "C", "C", "O", "O", "H", "H", "H", "H", "H", "H", "C", "C", "C", "C", "C", "C", "O", "O", "H", "H", "H", "H", "H", "H"],
  "positions_angstrom": [[3.30, -1.72, -1.31], [-1.31, -1.70, -4.36], [-1.10, -1.21, 0.17], [-0.12, -1.34, -0.74], [-0.47, -1.69, -1.90], [1.05, -0.92, -0.50], [-1.73, -1.82, -0.26], [-3.52, 0.91, -2.60], [-3.61, -0.17, -3.20], [-2.51, 1.19, -1.74], [-4.40, 1.91, -2.84], [-2.28, 2.07, -1.30], [-1.83, 0.47, -1.59], [-5.16, 1.54, -3.39], [-4.33, 2.75, -2.29], [1.31, -4.57, -1.26], [2.07, -3.79, -1.87], [1.68, -5.50, -0.35], [0.00, -4.62, -1.57], [2.65, -5.40, -0.11], [1.00, -6.11, 0.07], [-0.44, -4.03, -2.25], [-0.57, -5.42, -1.33], [-3.74, -3.55, -2.00], [-3.17, -3.03, -2.98], [-4.33, -2.85, -1.01], [-3.88, -4.89, -1.95], [-4.29, -1.86, -0.87], [-5.02, -3.40, -0.52], [-3.48, -5.53, -2.60], [-4.44, -5.20, -1.17], [4.02, 3.13, -1.79], [4.98, 4.12, -1.76], [6.01, 4.11, -2.68], [5.97, 3.12, -3.70], [5.05, 2.09, -3.65], [4.03, 2.03, -2.67], [3.16, 1.04, -2.53], [6.92, 5.10, -2.76], [3.46, 3.11, -0.86], [4.96, 4.88, -0.99], [6.72, 3.02, -4.47], [5.09, 1.25, -4.34], [2.34, 1.20, -2.03], [7.72, 4.78, -3.19], [0.01, 4.74, 1.39], [0.66, 3.91, 0.43], [0.66, 2.53, 0.54], [0.00, 1.96, 1.60], [-0.71, 2.74, 2.51], [-0.57, 4.12, 2.48], [-1.21, 4.93, 3.39], [1.37, 1.88, -0.44], [0.24, 5.78, 1.26], [1.16, 4.27, -0.46], [-0.11, 0.89, 1.69], [-1.25, 2.15, 3.23], [-1.83, 4.33, 3.83], [1.32, 0.92, -0.29], [-1.65, -1.10, 3.48], [-2.53, -0.86, 4.55], [-2.04, -1.13, 5.82], [-0.85, -1.85, 6.04], [0.04, -2.14, 5.02], [-0.37, -1.68, 3.77], [0.43, -1.88, 2.71], [-2.77, -0.78, 6.89], [-1.83, -0.81, 2.45], [-3.43, -0.33, 4.27], [-0.51, -2.02, 7.05], [0.91, -2.75, 5.18], [0.19, -1.41, 1.90], [-3.10, 0.12, 6.74]],
  "lowdin_charge": [1.02, 1.05, 0.09, -0.76, -0.10, -0.09, 0.13, -0.67, -0.02, 0.18, 0.19, 0.11, 0.07, 0.13, 0.12, -0.63, -0.06, 0.20, 0.18, 0.13, 0.12, 0.08, 0.11, -0.66, -0.07, 0.19, 0.18, 0.11, 0.11, 0.12, 0.11, 0.04, 0.04, -0.25, 0.05, 0.04, -0.27, 0.07, 0.16, 0.12, 0.14, 0.14, 0.13, 0.09, 0.15, 0.04, 0.00, -0.33, -0.02, -0.01, -0.31, 0.08, -0.01, 0.13, 0.12, 0.09, 0.11, 0.11, 0.05, 0.03, 0.03, -0.27, 0.06, 0.05, -0.26, 0.10, 0.13, 0.10, 0.13, 0.15, 0.14, 0.07, 0.14],
  "homo_lumo_gap_ev": 1.61,
  "relative_energy_kj_mol": 0.00,
  "total_charge": 3
}